Entry 1:
Here is a molecular structure, C21H36P2PbSe at a distorted geometry from the OMol25 dataset. Energies are from wB97M-V/def2-TZVPD.

Properties
HOMO-LUMO gap (spin up / spin down) = 4.9 / 5.0 eV
DFT total energy = -111514.6769 eV
Energy above the lowest of the compared OMol25 structures with the same formula, charge and spin = 0.00 kJ/mol
Spin multiplicity = 1
Total charge = +2
E_LUMO (spin up / spin down) = -0.31775 / -0.31649 Eh

Last column: Mulliken charge in e.
CARTESIAN COORDINATES (ANGSTROEM)
P (0.201, -1.823, 0.312)  0.514
P (-0.174, 1.687, 0.411)  0.551
C (-0.200, -0.747, -1.149)  0.349
C (0.310, 0.714, -1.093)  0.448
H (-1.296, -0.776, -1.303)  0.434
H (0.227, -1.227, -2.038)  -1.073
H (1.414, 0.732, -1.151)  0.504
H (-0.090, 1.246, -1.968)  -1.223
C (-1.840, 2.353, 0.052)  -1.191
H (-2.123, 3.014, 0.889)  0.419
H (-2.573, 1.529, -0.001)  0.393
H (-1.842, 2.922, -0.889)  0.350
C (0.956, 3.116, 0.529)  -1.152
H (0.914, 3.719, -0.383)  0.410
H (1.973, 2.749, 0.707)  0.392
H (0.650, 3.710, 1.397)  0.412
C (-0.953, -3.243, 0.284)  -1.165
H (-0.751, -3.877, 1.165)  0.404
H (-0.874, -3.854, -0.630)  0.395
H (-1.992, -2.883, 0.388)  0.411
C (1.914, -2.407, 0.208)  -1.155
H (2.598, -1.553, 0.336)  0.403
H (2.152, -2.918, -0.738)  0.395
H (2.105, -3.099, 1.044)  0.395
Pb (-0.728, -0.362, 2.411)  0.744
C (0.415, 1.499, -4.269)  -0.134
C (-0.907, 1.535, -4.053)  -0.205
C (-1.919, 0.836, -4.910)  -0.825
C (-1.511, -0.565, -5.429)  -0.923
C (-0.845, -1.433, -4.398)  -0.258
C (0.471, -1.492, -4.162)  -0.598
C (1.514, -0.723, -4.913)  -0.726
C (1.121, 0.716, -5.337)  -1.064
C (-0.204, -2.003, 3.873)  -1.117
H (1.087, 2.147, -3.688)  0.452
H (-1.338, 2.220, -3.309)  0.479
H (-2.197, 1.459, -5.775)  0.311
H (-2.850, 0.725, -4.339)  0.370
H (-2.431, -1.079, -5.744)  0.442
H (-0.915, -0.461, -6.341)  0.351
H (-1.533, -2.112, -3.876)  0.404
H (0.883, -2.248, -3.473)  0.853
H (1.836, -1.279, -5.808)  0.305
H (2.418, -0.652, -4.294)  0.344
H (2.053, 1.251, -5.572)  0.439
H (0.568, 0.683, -6.282)  0.372
H (0.460, -1.570, 4.636)  0.312
H (0.253, -2.879, 3.393)  0.338
H (-1.173, -2.253, 4.334)  0.438
Se (1.524, 1.039, 3.764)  0.043
C (0.931, 0.978, 5.530)  0.045
C (-0.396, 1.377, 5.830)  -0.244
C (-0.955, 1.077, 7.069)  -0.498
C (-0.198, 0.423, 8.045)  -0.401
C (1.165, 0.181, 7.822)  -0.432
C (1.740, 0.478, 6.587)  -0.291
H (-0.982, 1.871, 5.051)  0.440
H (-1.990, 1.357, 7.264)  0.405
H (-0.656, 0.124, 8.984)  0.427
H (1.787, -0.241, 8.605)  0.395
H (2.798, 0.295, 6.392)  0.383

Atoms 1-2, force components in eV/Å:
-0.474 0.582 -0.233
-0.416 -0.272 -0.711

---

Entry 2:
Here is a molecular structure, C37H35Br2N5O6Y from the OMol25 dataset. Energies are from wB97M-V/def2-TZVPD.

Properties
HOMO-LUMO gap = 7.5 eV
DFT total energy = -199802.5605 eV
Energy above the lowest of the compared OMol25 structures with the same formula, charge and spin = 134.10 kJ/mol
Spin multiplicity = 1
Total charge = +1
E_LUMO = -0.11227 Eh

Last column: Mulliken charge in e.
CARTESIAN COORDINATES (ANGSTROEM)
Y (-0.453, -0.446, 0.503)  1.211
C (-3.507, 5.324, -0.991)  -1.836
C (-3.292, 3.880, -0.627)  0.725
C (-3.495, 2.866, -1.547)  -0.315
C (-3.341, 1.531, -1.172)  0.467
C (-3.524, 0.351, -1.973)  -0.552
N (-3.068, 0.076, -3.155)  0.032
C (-2.125, 0.835, -3.992)  -0.431
C (-0.742, 0.176, -4.077)  0.051
C (-0.681, -1.331, -4.347)  -1.237
N (-0.630, -2.101, -3.102)  0.244
C (0.134, -3.127, -2.870)  0.048
C (0.195, -3.813, -1.626)  0.419
C (1.025, -4.945, -1.512)  -0.911
C (1.199, -5.599, -0.316)  0.370
C (2.061, -6.825, -0.186)  -1.696
C (0.557, -5.057, 0.809)  -0.727
C (-0.215, -3.912, 0.768)  0.763
C (-0.733, -3.358, 2.029)  -0.442
N (-0.873, -2.114, 2.261)  0.197
C (-1.509, -1.685, 3.506)  -0.965
C (-0.704, -0.668, 4.318)  -0.781
C (-0.384, 0.700, 3.665)  -0.600
N (-1.100, 0.930, 2.417)  0.593
C (-1.883, 1.929, 2.283)  -0.816
C (-2.589, 2.217, 1.030)  1.033
C (-2.835, 3.528, 0.646)  -0.784
C (-2.894, 1.170, 0.123)  0.125
O (-2.660, -0.078, 0.358)  -0.863
C (-0.461, -3.284, -0.484)  0.470
O (-1.234, -2.245, -0.595)  -1.043
H (-3.595, 5.448, -2.069)  0.375
H (-2.674, 5.941, -0.651)  0.368
H (-4.416, 5.719, -0.533)  0.420
H (-3.803, 3.116, -2.556)  0.413
H (-4.054, -0.469, -1.497)  0.490
H (-3.350, -0.823, -3.527)  0.412
H (-1.990, 1.823, -3.557)  0.038
H (-2.585, 0.921, -4.977)  0.477
H (-0.198, 0.398, -3.160)  -0.362
H (-0.217, 0.696, -4.879)  0.517
H (0.220, -1.570, -4.911)  0.599
H (-1.531, -1.677, -4.944)  0.288
H (-1.176, -1.818, -2.277)  0.006
H (0.773, -3.461, -3.683)  0.475
H (1.539, -5.301, -2.398)  0.345
H (2.484, -7.108, -1.147)  0.370
H (1.485, -7.672, 0.190)  0.372
H (2.886, -6.653, 0.506)  0.360
H (0.703, -5.542, 1.770)  0.529
H (-0.993, -4.085, 2.806)  0.371
H (-1.715, -2.550, 4.145)  0.570
H (-2.470, -1.247, 3.221)  0.331
H (0.233, -1.129, 4.636)  0.303
H (-1.285, -0.493, 5.225)  0.394
H (0.682, 0.740, 3.426)  -0.134
H (-0.579, 1.506, 4.379)  0.598
H (-2.009, 2.637, 3.109)  0.394
H (-2.599, 4.322, 1.349)  0.408
Br (3.600, 0.667, 4.194)  -0.147
C (4.203, 0.010, 2.508)  0.235
C (5.570, -0.034, 2.276)  -0.651
C (5.985, -0.531, 1.053)  -0.377
C (5.033, -0.962, 0.140)  -0.885
C (3.697, -0.876, 0.488)  0.706
N (3.281, -0.384, 1.663)  0.004
C (2.630, -1.356, -0.482)  -0.318
O (2.946, -1.735, -1.597)  -0.715
O (1.433, -1.325, -0.013)  -0.267
H (6.269, 0.306, 3.025)  0.440
H (7.040, -0.583, 0.819)  0.442
H (5.296, -1.360, -0.828)  0.501
Br (2.362, 5.728, 3.251)  -0.193
C (1.654, 4.699, 1.832)  -0.223
C (1.929, 3.341, 1.778)  -0.374
C (1.384, 2.588, 0.750)  0.790
C (0.583, 3.182, -0.220)  -0.187
C (0.356, 4.552, -0.170)  -0.730
C (0.880, 5.316, 0.860)  -0.566
C (-0.084, 2.368, -1.297)  -0.294
O (-0.479, 2.895, -2.325)  -0.716
O (-0.215, 1.105, -1.024)  0.270
H (2.560, 2.881, 2.526)  0.412
H (1.634, 1.533, 0.687)  0.244
H (-0.244, 5.005, -0.948)  0.659
H (0.697, 6.381, 0.911)  0.468

Atoms 1-2, force components in eV/Å:
-0.280 -0.098 -0.012
-0.001 0.004 0.007

---

Entry 3:
Here is C22H26N2O4S in the gas phase from the OMol25 dataset. Energies are from wB97M-V/def2-TZVPD.

Properties
HOMO-LUMO gap = 8.2 eV
DFT total energy = -45242.4679 eV
Energy above the lowest of the compared OMol25 structures with the same formula, charge and spin = 94.10 kJ/mol
Spin multiplicity = 1
Total charge = 0
E_LUMO = -0.00737 Eh
Structure (SMILES) = COc1cccc(NC(=O)CCC2CCN(C(=O)c3ccc(C(C)=O)s3)CC2)c1

Last column: natural (NBO) charge in e.
CARTESIAN COORDINATES (ANGSTROEM)
C (-4.465, -1.832, -0.868)  -0.255
O (-3.345, -1.857, -0.014)  -0.511
C (-2.104, -1.969, -0.571)  0.293
C (-1.837, -2.073, -1.931)  -0.277
C (-0.523, -2.160, -2.360)  -0.169
C (0.534, -2.132, -1.473)  -0.275
C (0.270, -2.011, -0.113)  0.153
N (1.272, -1.855, 0.852)  -0.616
C (2.631, -1.905, 0.706)  0.693
O (3.195, -2.380, -0.252)  -0.604
C (3.375, -1.271, 1.871)  -0.496
C (4.225, -0.069, 1.426)  -0.378
C (3.499, 1.072, 0.687)  -0.221
C (3.369, 0.792, -0.814)  -0.405
C (2.663, 1.945, -1.524)  -0.225
N (1.362, 2.144, -0.917)  -0.426
C (0.270, 1.717, -1.587)  0.650
O (0.322, 1.385, -2.762)  -0.617
C (-1.057, 1.672, -0.925)  -0.288
C (-2.223, 1.857, -1.626)  -0.207
C (-3.373, 1.612, -0.870)  -0.190
C (-3.100, 1.201, 0.413)  -0.328
C (-4.094, 0.806, 1.411)  0.564
C (-3.556, 0.211, 2.685)  -0.720
O (-5.280, 0.925, 1.188)  -0.542
S (-1.391, 1.155, 0.688)  0.467
C (1.466, 2.533, 0.467)  -0.217
C (2.123, 1.409, 1.273)  -0.415
C (-1.044, -1.945, 0.330)  -0.258
H (-5.324, -1.662, -0.221)  0.210
H (-4.584, -2.783, -1.397)  0.180
H (-4.395, -1.015, -1.592)  0.181
H (-2.634, -2.086, -2.656)  0.215
H (-0.322, -2.238, -3.417)  0.220
H (1.549, -2.200, -1.825)  0.250
H (0.917, -1.616, 1.768)  0.398
H (2.688, -0.973, 2.663)  0.197
H (4.059, -2.021, 2.276)  0.241
H (5.018, -0.436, 0.774)  0.221
H (4.694, 0.339, 2.325)  0.209
H (4.130, 1.964, 0.794)  0.200
H (4.359, 0.648, -1.250)  0.216
H (2.793, -0.115, -0.986)  0.217
H (2.512, 1.716, -2.579)  0.252
H (3.240, 2.871, -1.432)  0.187
H (-2.221, 2.159, -2.658)  0.246
H (-4.380, 1.717, -1.233)  0.243
H (-3.237, -0.806, 2.463)  0.246
H (-2.702, 0.775, 3.053)  0.221
H (-4.340, 0.177, 3.436)  0.241
H (0.486, 2.783, 0.873)  0.221
H (2.091, 3.433, 0.512)  0.196
H (2.218, 1.712, 2.317)  0.210
H (1.467, 0.541, 1.217)  0.202
H (-1.264, -1.859, 1.384)  0.203

Atoms 1-2, force components in eV/Å:
-0.247 0.008 -0.165
0.415 -0.078 0.165